Computed, not measured: a molecular structure, C10H20BaN8O9 in a non-equilibrium geometry, with ωB97M-V/def2-TZVPD.

Summary:
- Gap between HOMO and LUMO: 4.93 eV
- LUMO: -0.70 eV
- DFT total energy: -41739.8345 eV
- E_HOMO: -5.63 eV
- Maximum force: 10.6 eV Å⁻¹

```
48
Properties=species:S:1:pos:R:3:forces:R:3
Ba 0.329 -1.047 -0.047 -0.5786 0.9080 -0.2555
C -1.457 -0.068 -4.394 3.4713 1.6714 4.7320
C -2.469 -0.552 -5.111 -2.3385 -0.7456 -5.7333
C -3.392 -1.609 -4.431 -3.9797 -0.4445 -4.5788
O -4.419 -2.094 -5.038 2.4724 1.4637 0.3719
C -3.230 -2.011 -3.154 3.5683 1.0097 4.5149
C -2.181 -1.442 -2.308 -2.4483 0.4871 -7.3353
C -1.228 -0.301 -2.988 -4.0775 -2.5251 -3.7838
O -0.470 0.287 -2.240 2.6003 1.5280 2.4913
O -2.076 -1.678 -1.137 1.6302 -1.0397 5.1571
O -2.558 -0.157 -6.366 -0.7058 -1.7748 4.0494
H -0.892 0.704 -4.895 0.3700 0.1160 0.1317
H -3.954 -2.697 -2.739 0.0842 -0.0835 0.1203
C 4.059 -0.469 0.547 2.0590 1.2983 0.7754
O 3.082 -0.872 0.046 -4.6418 -2.9071 -2.6049
N 4.040 0.610 1.263 -0.8065 3.9651 2.8949
N 5.267 -0.952 0.402 2.7357 -2.0856 -0.8632
H 4.772 0.896 1.897 -0.1306 -0.2921 -0.2169
H 3.108 0.948 1.454 -0.0164 0.2637 -0.0420
H 5.290 -1.741 -0.229 0.5576 0.2046 -0.0426
H 6.016 -0.274 0.397 0.0972 -0.5309 -0.1125
C -2.630 0.965 0.793 -2.7100 2.5093 -1.8342
O -1.724 0.411 1.217 8.1131 -5.2393 4.3375
N -3.359 0.457 -0.133 -4.0073 -0.6254 -3.5462
N -2.912 2.186 1.159 -2.1845 4.1343 0.4912
H -3.147 -0.421 -0.584 0.4872 -0.2569 0.3907
H -3.978 1.044 -0.672 -0.0373 -0.1619 0.1802
H -3.701 2.590 0.674 0.1955 0.4301 0.5159
H -2.444 2.748 1.855 0.0862 -0.6520 -0.2858
C 1.148 2.623 -0.020 0.7355 0.0838 2.2932
O 0.981 1.643 0.679 0.6093 -2.0861 1.5684
N 0.419 2.905 -1.006 -3.4729 0.3434 -4.5663
N 1.991 3.602 0.228 3.0029 1.8238 1.5876
H 0.734 3.616 -1.650 -0.6526 -0.4454 -0.2200
H -0.243 2.183 -1.256 -0.1249 0.0282 -0.9234
H 1.957 4.442 -0.332 0.2190 -0.1686 0.5071
H 2.525 3.586 1.085 -0.0567 0.1663 -0.3929
C 1.154 -1.280 3.650 1.0879 2.8607 -0.3658
O 1.191 -1.444 2.465 0.1283 -0.6618 -2.8509
N 0.720 -2.137 4.497 -1.5200 -3.3140 2.3208
N 1.602 -0.151 4.212 0.7143 1.6931 0.8392
H 0.552 -1.850 5.451 -0.2267 -0.6521 -0.2756
H 0.339 -2.968 4.070 -0.1267 0.0009 0.7063
H 1.689 0.675 3.636 -0.0399 -0.2237 0.1848
H 1.565 -0.066 5.218 0.0571 0.4203 -0.3636
O -0.592 -3.284 1.092 0.0137 -0.3821 0.2160
H -1.469 -3.588 1.326 -0.4851 0.0663 -0.2560
H -0.007 -3.969 1.414 0.2720 -0.1777 0.0718
```
Forces are in eV/Å.

***

Computed, not measured: 5 unconnected molecules or ions with the total composition C10H20Br10 in a non-equilibrium geometry, with ωB97M-V/def2-TZVPD.

Summary:
- Gap between HOMO and LUMO (spin up / spin down): 8.84 / 3.18 eV
- LUMO (spin up / spin down): -3.31 / -8.96 eV
- Charge: +1
- DFT total energy: -711108.9784 eV
- 2S+1: 2
- <S²>: 0.7558
- E_HOMO (spin up / spin down): -12.14 / -12.14 eV
- Maximum force: 2.1 eV Å⁻¹

```
40
Properties=species:S:1:pos:R:3:forces:R:3
Br -16.484 16.417 4.130 -0.4279 0.3838 0.2570
C -16.378 15.979 6.045 -0.8945 0.0129 0.7411
C -15.052 16.310 6.593 1.1681 -0.5460 1.2744
Br -15.243 16.321 8.613 0.0890 0.0749 -1.4149
H -16.578 14.915 6.170 -0.2754 0.1161 -0.3747
H -17.115 16.554 6.605 -0.4990 0.0524 -0.6677
H -14.626 17.263 6.278 -0.0196 -0.1951 0.1816
H -14.417 15.445 6.403 0.5179 0.5904 0.0906
Br -20.260 17.259 0.330 1.1050 0.4737 1.7665
C -19.151 17.625 2.011 -0.4046 0.3487 -0.4696
C -19.345 19.007 2.570 -0.0585 1.3776 -0.5918
Br -18.661 18.952 4.446 -0.0172 -0.3141 -0.3153
H -18.090 17.578 1.766 -0.2276 -0.7610 -0.2054
H -19.455 17.004 2.854 -0.0189 -0.8687 -0.8488
H -20.367 19.382 2.508 -0.1953 -0.3681 0.8302
H -18.754 19.822 2.153 0.2705 -0.4225 -0.2333
Br -15.571 18.759 1.154 0.8052 0.3065 0.1271
C -13.670 19.083 1.681 0.1887 0.3233 0.7401
C -13.390 18.145 2.863 0.3008 0.4671 -0.5079
Br -11.748 18.633 3.895 -0.4991 -0.3650 -0.8832
H -13.478 20.133 1.903 -0.6720 0.0127 0.0869
H -13.049 18.858 0.815 -0.2613 -0.3106 0.0685
H -13.330 17.184 2.352 0.3626 -0.3528 0.9735
H -14.106 18.162 3.684 -0.2240 0.0064 -0.6521
Br -9.271 12.897 1.785 -1.2532 0.3890 0.6851
C -11.036 13.011 2.706 -1.1952 0.6351 0.1897
C -11.659 14.469 2.745 1.8064 -0.3326 0.1516
Br -13.192 14.725 4.016 0.5028 -0.5637 -0.8761
H -10.973 12.616 3.720 0.5738 0.2405 -0.0556
H -11.709 12.319 2.200 0.1829 0.2086 -0.3202
H -11.828 14.889 1.753 -0.7859 -0.3649 0.0825
H -10.941 15.166 3.179 0.0724 -0.2360 0.1668
Br -9.329 24.858 3.734 -1.4903 -0.2284 -0.3250
C -11.298 24.453 3.487 -0.3587 -0.4057 -0.4654
C -11.531 23.889 2.039 0.3373 0.8759 1.4098
Br -13.375 23.030 1.696 1.7950 0.7557 0.5107
H -11.876 25.370 3.601 0.4098 0.0705 0.1142
H -11.573 23.786 4.304 0.2304 -0.1185 -0.2599
H -10.686 23.229 1.842 -0.6893 -0.4290 -0.4658
H -11.474 24.791 1.429 -0.2510 -0.5393 -0.5152
```
Forces are in eV/Å.

***

Computed, not measured: 5 unconnected molecules or ions with the total composition C10H20Br2Cl8 in a non-equilibrium geometry, with ωB97M-V/def2-TZVPD.

Summary:
- Gap between HOMO and LUMO: 10.63 eV
- LUMO: 0.43 eV
- DFT total energy: -250959.5840 eV
- SMILES: BrCCBr.ClCCCl.ClCCCl.ClCCCl.ClCCCl
- E_HOMO: -10.20 eV
- Maximum force: 1.3 eV Å⁻¹

```
40
Properties=species:S:1:pos:R:3:forces:R:3
Br 0.466 -0.405 0.961 -0.3288 -0.2805 0.6075
C 0.846 0.587 -0.627 0.4975 1.0865 0.3666
C -0.030 1.792 -0.838 -0.7792 -0.0302 0.0888
Br -1.816 1.391 -1.392 -1.0408 -0.7093 -0.4074
H 0.822 -0.135 -1.417 0.1436 -0.0574 -0.5725
H 1.843 0.997 -0.445 0.0543 -0.3739 -0.3847
H 0.300 2.430 -1.642 0.6168 0.1462 0.0647
H -0.284 2.346 0.056 0.9469 0.1745 0.2041
Cl -0.992 0.761 4.494 0.0063 -0.1397 0.3487
C -2.550 1.390 3.930 -0.3069 0.2879 -0.2338
C -2.425 1.809 2.488 -0.3030 0.0399 0.0421
Cl -1.206 3.110 2.327 -0.1228 -0.1735 -0.2123
H -2.872 2.237 4.536 0.2205 -0.1600 0.2021
H -3.285 0.591 3.998 0.0114 -0.0204 0.0967
H -3.361 2.212 2.099 0.0248 -0.0147 0.1578
H -2.173 0.928 1.908 0.4543 0.1892 -0.3696
Cl 5.489 2.395 -0.850 -0.0962 -0.3690 0.2105
C 5.427 2.125 0.925 -0.2021 0.3976 -0.1787
C 4.066 2.421 1.505 0.1038 0.8415 0.2540
Cl 3.616 4.145 1.324 0.0678 0.4601 -0.2924
H 6.091 2.878 1.328 0.4034 -0.1679 0.1733
H 5.757 1.110 1.177 -0.1045 0.3153 -0.2540
H 4.142 2.369 2.593 -0.3202 -0.8362 -0.2122
H 3.230 1.924 1.033 0.0975 -0.6686 0.3428
Cl -0.839 -4.270 2.443 -0.0103 0.3766 -0.4341
C -1.138 -3.948 0.687 0.3341 0.4861 0.2227
C -2.277 -2.970 0.514 -0.3927 -0.3921 -0.2985
Cl -2.674 -2.786 -1.228 -0.0068 -0.2283 -0.0594
H -1.290 -4.932 0.263 -0.3671 0.1092 -0.2839
H -0.281 -3.480 0.229 0.6564 -0.1919 0.1620
H -2.088 -1.944 0.806 0.3516 -0.2086 0.5140
H -3.140 -3.377 1.006 -0.6023 0.1298 0.1712
Cl 0.172 -3.397 -3.470 0.0164 -0.6446 0.1175
C -0.254 -1.756 -3.922 -0.7546 0.9254 0.3095
C -1.619 -1.689 -4.619 1.0603 -0.1549 -0.0306
Cl -1.965 -0.014 -5.113 0.0051 0.0828 0.0889
H 0.550 -1.393 -4.551 -0.1064 0.2030 -0.1364
H -0.330 -1.157 -3.015 0.2264 -0.0198 0.0499
H -2.425 -2.040 -3.980 0.0870 -0.0554 -0.1256
H -1.500 -2.257 -5.525 -0.5417 -0.3549 -0.3090
```
Forces are in eV/Å.

***

Computed, not measured: a molecular structure, C10H20BrNO7P2S, with ωB97M-V/def2-TZVPD.

Summary:
- Gap between HOMO and LUMO: 9.65 eV
- LUMO: 0.41 eV
- DFT total energy: -125976.5006 eV
- E_HOMO: -9.24 eV
- Maximum force: 0.4 eV Å⁻¹

```
42
Properties=species:S:1:pos:R:3:forces:R:3
C 0.440 -0.747 2.860 0.0456 0.0677 0.0286
C 1.562 -0.333 1.932 -0.0783 0.1304 -0.0167
Br 2.481 -1.943 1.283 0.0017 -0.1077 -0.0544
C 1.144 0.537 0.740 0.0392 0.0336 -0.0594
O -0.262 0.407 0.440 -0.0228 0.0012 0.1705
P -1.236 1.586 0.812 -0.0367 -0.0689 -0.3597
O -1.083 2.189 2.137 0.0062 -0.0106 0.0379
O -2.662 1.022 0.465 0.1419 0.0333 0.0509
C -3.611 0.703 1.498 -0.0402 0.0655 -0.0577
C -3.372 -0.614 2.215 -0.0281 -0.1107 0.1607
C -3.447 -1.887 1.392 0.2150 0.0639 0.0170
N -2.651 -1.905 0.200 -0.3744 -0.1980 -0.0058
O -4.152 -2.803 1.729 -0.2032 0.1118 -0.2064
O -0.976 2.605 -0.405 -0.0559 -0.1854 0.1377
P -1.829 3.961 -0.685 -0.0763 0.1878 -0.1985
S -2.328 4.303 -2.493 0.0639 -0.0599 0.0873
H 0.824 -1.397 3.644 0.0142 0.0198 0.0216
H -0.332 -1.284 2.312 0.0071 -0.0107 0.0080
H 0.005 0.144 3.318 -0.0489 -0.0183 -0.0551
H 2.321 0.202 2.496 0.1057 -0.0792 -0.0856
H 1.395 1.581 0.936 -0.0889 -0.0049 0.0951
H 1.665 0.244 -0.165 0.0404 0.0554 0.0103
H -4.579 0.700 1.000 0.0250 -0.0137 -0.0566
H -3.600 1.509 2.233 -0.0264 -0.0391 0.0212
H -4.161 -0.703 2.964 0.0969 0.0008 0.0890
H -2.421 -0.583 2.755 0.0370 0.0149 -0.1020
H -3.160 -2.457 -0.486 0.0903 -0.1698 0.0908
H -1.788 -2.412 0.376 0.1553 0.3020 0.0189
H -2.887 3.830 0.224 0.0028 -0.0092 0.0799
H -1.003 4.914 -0.081 0.0134 0.0226 0.0397
O 3.949 1.073 -1.425 -0.0159 -0.0184 -0.0108
C 3.574 0.189 -2.138 0.0666 -0.0448 0.1285
O 2.399 0.256 -2.807 -0.0476 0.0128 0.0216
C 2.137 -0.981 -3.492 -0.0054 -0.0588 -0.0125
C 3.502 -1.643 -3.660 0.0239 0.0749 0.0337
C 4.241 -1.144 -2.419 -0.0917 -0.0169 -0.2745
H 1.465 -1.578 -2.871 0.0060 -0.0123 -0.0023
H 1.638 -0.745 -4.428 0.0050 0.0293 0.0054
H 3.434 -2.726 -3.736 -0.0120 -0.0041 0.0405
H 3.990 -1.268 -4.560 -0.0166 -0.0074 -0.0121
H 4.064 -1.785 -1.555 0.0502 0.0088 0.0599
H 5.310 -1.016 -2.559 0.0158 0.0122 0.1154
```
Forces are in eV/Å.